{
  "formula": "C41H67Br2FN2O16S4",
  "method": "ωB97M-V with the def2-TZVPD basis set",
  "total_charge": 0,
  "orbital_gap_ev": 8.18,
  "molar_mass_g_mol": 1151.06,
  "fmax_ev_per_a": 4.28,
  "total_energy_ha": -9756.1735,
  "smiles": "CCCCCCCCCCCCCCCCCCCCc1cc2ncc(CCF)nc2cc1/C(Br)=C(\\C)Br.O=S1(=O)OCCO1.O=S1(=O)OCCO1.O=S1(=O)OCCO1.O=S1(=O)OCCO1",
  "elements": ["C", "O", "H", "H", "N", "C", "O", "H", "H", "H", "H", "O", "C", "O", "C", "H", "C", "H", "H", "H", "H", "C", "C", "H", "C", "H", "H", "S", "C", "C", "H", "H", "C", "O", "H", "C", "F", "O", "C", "C", "C", "H", "H", "H", "C", "C", "C", "H", "H", "H", "O", "Br", "C", "H", "O", "H", "H", "H", "O", "C", "N", "C", "C", "H", "H", "C", "H", "H", "H", "H", "H", "H", "H", "C", "H", "C", "H", "C", "H", "H", "C", "H", "C", "H", "C", "S", "C", "H", "H", "H", "Br", "H", "H", "H", "H", "C", "O", "C", "H", "H", "O", "H", "C", "S", "H", "C", "H", "C", "H", "O", "H", "H", "H", "O", "C", "C", "H", "O", "H", "H", "H", "C", "C", "H", "C", "O", "S", "H", "H", "H", "H", "C", "O"],
  "xyz": [[10.199816, -0.552865, -8.075256], [9.078497, 2.574652, -6.960916], [2.092217, -0.123089, 1.258358], [0.472640, -1.325574, 2.777993], [-14.778436, 0.365062, 2.425396], [-12.418736, -0.452934, -2.213509], [10.510073, 0.588230, -7.272301], [-13.746673, -1.525200, 0.841399], [-8.522739, -1.699337, -0.378319], [-8.647736, 1.224753, 0.612811], [-7.699613, -2.941314, 7.318183], [-4.900301, -3.880048, 6.080695], [-6.790751, -0.644943, 0.431826], [-4.992694, -2.211576, 4.224142], [6.631611, 1.169725, -3.814427], [7.499978, -1.211528, 3.257187], [-7.681547, -2.251564, 6.470028], [12.205592, 0.539900, 2.366606], [-18.418183, 2.338509, 2.982643], [8.311042, -1.162237, -8.969422], [10.718823, 3.009987, -0.397389], [-1.897311, -2.317091, 1.053459], [-13.462700, 0.417432, 1.977717], [2.070594, -1.531145, 0.059374], [-5.899540, -1.612994, 1.320757], [14.005884, 1.104717, -3.687571], [7.483409, 2.678642, -5.123766], [11.103641, 1.245600, -3.450262], [-11.672492, -0.757328, 0.519150], [8.831206, -0.257643, -8.658172], [-5.691065, -1.194358, 2.342606], [4.354882, -0.226800, 1.056364], [-6.791800, -1.055577, 6.753421], [5.463527, 2.324455, -5.479672], [-16.580086, 2.463866, 4.483236], [-15.015697, 1.468361, 3.185707], [-17.080169, 2.304383, 1.411759], [8.993468, 0.681316, -5.326338], [6.563711, 2.473820, -4.576596], [-16.485862, 1.618623, 3.753559], [-11.073800, 1.392972, 1.707496], [12.962713, 2.679692, 0.070454], [-6.416292, -0.749908, -0.625722], [12.501164, 3.078347, 1.761263], [-13.008596, -0.708475, 1.073142], [-8.341084, -0.982929, 0.477905], [12.341798, 2.316126, 0.934378], [-0.948763, -0.239609, 1.247093], [8.699139, 1.563197, 1.940237], [-4.326074, -1.010302, -0.186402], [-5.457122, -1.526433, 6.554586], [-10.488029, -3.568816, 0.252387], [-0.695843, -1.279527, 0.910461], [9.296294, 1.172529, -0.464718], [11.069783, -0.162010, -3.651618], [-9.269356, 0.485081, -0.916711], [7.155989, 1.271043, -2.865711], [-8.700175, -1.961968, 6.217747], [5.265783, 0.791938, -3.599565], [-4.466684, -1.791888, 0.613418], [-12.764484, 2.548055, 3.088993], [-17.564155, 1.703356, 2.595986], [1.946553, -1.238602, 1.147891], [-18.021030, 0.701997, 2.349236], [-8.670922, -1.484302, 1.424979], [-14.045379, 2.545204, 3.540190], [9.870222, 0.261204, 2.493683], [-14.392138, 3.399565, 4.180052], [5.887068, -2.657892, 2.293583], [-6.977610, -0.246846, 6.041903], [10.171268, -1.428715, -7.421486], [10.956647, -0.699887, -8.843724], [-6.350273, -2.631678, 1.475380], [13.469167, 2.001846, -3.366988], [12.848847, 0.181426, 0.665853], [5.845668, -1.638916, 1.814733], [-4.362547, -2.792843, 0.108914], [9.230874, 0.606635, 1.638941], [0.655302, -2.877711, 1.818735], [4.439047, -0.353324, 2.924924], [10.801365, 2.398109, 0.548020], [8.560855, -1.397294, 0.934068], [-9.187497, 0.323669, 0.196702], [13.905448, 1.060938, 1.812108], [7.036447, -0.703779, 2.356857], [4.378170, 1.305491, -4.847521], [12.819029, 0.929827, 1.516850], [6.036819, -1.820030, 0.710085], [-13.394516, -0.419345, -1.646050], [-12.571165, -0.465486, -3.323215], [-11.252723, -3.236630, -2.980625], [-6.569197, 0.406290, 0.769234], [2.862642, -2.048921, 2.988210], [-2.997609, -0.550858, 1.748028], [8.900913, 0.430191, -9.504667], [10.075620, 1.004982, 0.342773], [8.113018, 0.396398, -7.610351], [-12.463863, 1.455156, 2.284128], [10.216475, 2.956909, 1.339367], [12.510132, 3.716100, -4.283970], [3.283360, 2.060059, -4.339884], [13.454160, 2.723348, -5.421727], [3.196985, -1.890911, 1.913955], [9.143548, 1.187053, -6.652794], [14.149878, 2.655999, -2.824693], [8.099431, -0.412498, 1.229970], [-2.094161, -2.800058, 0.055516], [0.584616, -1.756023, 1.745730], [6.344943, 3.311787, -3.909426], [-7.059591, -2.918933, 5.370478], [7.518816, -0.055495, 0.324186], [3.458260, -2.912268, 1.521019], [10.731567, 0.177088, -0.032976], [12.386822, 1.593608, -2.528730], [-10.626893, 0.322509, 0.810883], [-11.345513, -1.951520, -0.429847], [-10.317480, 2.192555, 1.940503], [11.629235, 1.940072, -4.812891], [-3.446580, -2.078097, 2.625737], [-16.688613, 0.643812, 4.294818], [-0.348993, -1.204437, -0.165439], [-11.697715, -1.783905, -1.750627], [4.447496, -0.914341, 1.951368], [-1.525363, -3.128953, 1.745111], [-3.246039, -1.644826, 1.612822], [4.207750, 0.221044, -5.755979], [-5.458011, -2.723383, 5.468402], [-6.915699, -0.680030, 7.768127], [7.105552, 0.391099, -4.408186], [-11.794680, 0.427877, -1.881156], [6.553730, 0.259494, 2.689849], [12.810198, 2.697666, -4.543769], [9.989174, 1.984368, -2.962738]],
  "forces_ev_per_angstrom": [[-0.2, -0.6, 0.1], [0.1, -0.3, 0.4], [-0.5, -1.1, -0.3], [0.2, -0.7, -0.7], [2.2, 3.4, 1.3], [0.4, -1.1, 0.3], [-0.6, 0.5, -0.1], [0.9, 1.0, 0.3], [0.1, 0.6, 1.2], [-0.6, -0.9, -0.4], [0.0, 0.1, 0.0], [0.1, 0.4, -0.3], [0.1, -0.8, 0.6], [-0.1, -0.5, 0.6], [0.4, -0.3, -0.2], [-0.4, 0.8, -1.0], [-0.1, -0.1, 0.6], [0.5, 0.5, -0.8], [0.9, -0.5, -0.6], [-0.1, 0.1, 0.2], [0.0, -0.7, 0.9], [0.0, 0.7, 0.1], [1.7, -1.6, -1.7], [-0.4, 0.6, 1.1], [1.1, 0.2, -0.7], [0.0, 0.1, 0.0], [-0.3, 0.0, -0.1], [0.2, 0.0, 0.0], [-0.6, 0.3, 1.2], [0.2, 0.1, -0.6], [-0.5, -0.3, -1.1], [0.2, -0.4, 1.2], [-0.4, 0.4, -0.2], [-0.4, -0.7, 0.1], [0.2, -0.7, -0.8], [-0.9, 0.3, 0.5], [-0.2, -0.5, 1.1], [0.0, 0.5, -0.8], [0.3, 0.4, 0.5], [0.7, -1.1, -0.8], [-0.1, -2.2, -1.5], [-0.4, -0.7, 0.8], [-0.6, 0.3, 1.0], [-0.1, -0.7, -1.0], [1.8, 1.2, 0.3], [0.4, 0.5, -0.9], [-0.6, 0.6, 1.2], [0.0, -1.0, -0.3], [0.7, -1.0, -0.1], [-0.2, -0.8, 0.7], [-0.1, -0.6, -0.2], [-0.8, 1.1, -0.2], [1.1, -0.9, -0.2], [0.9, -0.3, 0.8], [-0.1, 0.4, 0.2], [0.1, -0.2, 1.0], [-0.2, 0.0, 0.0], [0.1, -0.1, -0.2], [-0.6, 0.6, -0.3], [0.4, 0.0, 0.7], [-2.4, -1.4, 0.0], [-0.8, 0.2, 0.8], [1.0, -0.7, 0.4], [0.9, 1.0, 0.0], [0.5, 0.6, -0.7], [0.6, -1.3, -1.3], [-0.6, 0.2, -0.8], [0.4, -1.0, -0.7], [-0.3, 1.1, -0.2], [0.0, 0.0, 0.0], [0.0, 0.0, -0.1], [0.1, 0.3, 0.1], [0.2, 1.0, -0.2], [0.4, -0.3, -0.4], [-0.2, 0.6, 1.1], [0.5, 0.4, -0.4], [-0.4, 0.9, 0.4], [-0.6, 0.4, -1.3], [-0.3, 1.0, -0.1], [-0.1, -0.2, -1.1], [0.2, -0.3, -0.3], [-0.4, 0.9, 0.2], [-0.7, 0.1, 0.3], [-1.3, -0.3, 0.0], [-0.5, -0.5, -0.3], [0.6, 0.0, 0.2], [1.0, 0.3, -1.4], [-0.3, 0.1, 1.2], [1.0, 0.1, -0.9], [0.1, 0.1, 1.1], [-0.6, 1.2, 0.4], [-0.4, -0.9, -0.4], [0.4, 0.0, -1.1], [-0.5, -1.1, 0.0], [0.0, 0.0, 0.0], [-1.1, 0.7, 0.2], [0.5, 0.1, 0.6], [0.7, -0.2, -0.6], [0.7, -0.6, -0.8], [0.1, 0.0, 0.0], [0.1, -0.4, -0.2], [-0.2, -0.2, -0.1], [-0.5, 0.5, 0.8], [0.3, -0.7, -0.7], [-0.2, 0.0, 0.2], [-0.1, -0.5, 0.6], [0.2, 0.5, 0.9], [0.1, 0.8, -0.5], [0.0, 0.0, 0.0], [0.5, 0.4, -0.2], [0.8, -0.1, 0.9], [-0.2, 1.0, 0.1], [-0.4, 0.8, 0.5], [-0.6, 0.3, -0.3], [-2.5, 0.8, 1.5], [-0.7, 1.3, -1.2], [-1.2, -0.8, -0.1], [0.1, -0.4, 0.5], [-0.1, 0.4, -1.1], [0.1, 1.2, -0.4], [-0.6, 0.0, 1.1], [0.6, -0.1, 1.7], [0.1, -1.0, -0.5], [-0.7, 0.8, -0.7], [0.9, -0.2, -0.4], [-0.2, 0.4, 0.1], [-0.3, 0.1, 0.3], [0.2, -0.1, 0.0], [-0.1, 0.1, 0.1], [-0.7, -0.9, -0.5], [0.7, -0.8, -0.2], [0.2, 0.5, 0.2], [0.3, -0.3, 0.1]]
}